1.
The following is a quantum chemistry calculation of C2H8Cl2Si3 in the gas phase at a distorted geometry, from the Open Molecules 2025 dataset.

Geometry as XYZ:
```
15
Properties=species:S:1:pos:R:3
Cl 3.554 1.754 0.377
Si 1.743 1.287 -0.553
C 0.383 1.387 0.787
Si -0.859 -0.118 0.893
C -0.275 -1.666 -0.149
Si 1.490 -1.370 -0.743
Cl 2.799 -2.259 0.633
H 1.698 1.911 -1.843
H -0.156 2.268 1.032
H 1.072 1.190 1.610
H -1.235 -0.634 2.208
H -2.167 0.193 0.463
H 0.026 -2.436 0.639
H -1.034 -1.961 -0.949
H 1.879 -2.012 -1.907
```

## Properties
- F_max (hartree/bohr) = 0.0626
- calculated total energy (eV) = -50883.3623
- HOMO-LUMO gap (eV) = 9.46
- 2S+1 = 1
- structure (SMILES) = Cl[Si@@H]1C[SiH2]C[Si@@H]1Cl
- relative energy (zero: lowest compared OMol25 entry of this formula, charge and spin) (kcal/mol) = 8.1
- highest occupied orbital energy (eV) = -9.0

Mulliken atomic charge list, values in e, 4 entries:
1. Cl -0.254
2. Si 0.410
3. C -0.810
4. Si 0.481

2.
The following is a quantum chemistry calculation of a molecular structure, C2H8ClCuN4O2 at a distorted geometry, from the Open Molecules 2025 dataset.

Geometry as XYZ:
```
18
Properties=species:S:1:pos:R:3
Cu 2.375 -2.363 1.138
Cl 0.641 -1.332 2.525
C 0.048 -2.045 -1.181
O 1.218 -2.205 -0.819
N -0.975 -1.943 -0.286
N -0.323 -2.111 -2.490
H -0.735 -2.011 0.701
H -1.877 -1.703 -0.649
H -1.237 -2.453 -2.726
H 0.406 -2.363 -3.139
C -0.294 2.811 0.739
O -1.133 3.659 0.264
N -0.516 1.509 0.834
N 0.878 3.330 1.159
H -1.348 1.197 0.351
H 0.299 0.916 0.961
H 1.641 2.770 1.498
H 0.932 4.337 1.121
```

## Properties
- F_max (hartree/bohr) = 0.0602
- calculated total energy (eV) = -69414.4892
- HOMO-LUMO gap (spin up / spin down) (eV) = 8.89 / 3.41
- 2S+1 = 2
- net charge = +1
- ⟨S²⟩ = 0.75
- relative energy (zero: lowest compared OMol25 entry of this formula, charge and spin) (kcal/mol) = 0.0
- highest occupied orbital energy (spin up / spin down) (eV) = -12.3 / -12.3

Mulliken atomic charge list, values in e, 4 entries:
1. Cu 0.590
2. Cl -0.625
3. C 0.565
4. O -0.507